{
  "formula": "C41H83IN6O9S",
  "method": "wB97M-V/def2-TZVPD",
  "species": ["C", "C", "O", "C", "C", "C", "I", "C", "O", "C", "C", "C", "C", "N", "C", "S", "C", "C", "C", "C", "C", "O", "C", "C", "C", "C", "C", "O", "H", "H", "H", "H", "H", "H", "H", "H", "H", "H", "H", "H", "H", "H", "H", "H", "H", "H", "H", "H", "H", "H", "H", "H", "H", "H", "H", "H", "C", "C", "C", "O", "C", "N", "H", "H", "H", "H", "H", "H", "H", "H", "H", "H", "H", "C", "C", "C", "O", "C", "N", "H", "H", "H", "H", "H", "H", "H", "H", "H", "H", "H", "C", "C", "C", "O", "C", "N", "H", "H", "H", "H", "H", "H", "H", "H", "H", "H", "H", "C", "C", "C", "O", "C", "N", "H", "H", "H", "H", "H", "H", "H", "H", "H", "H", "H", "C", "C", "C", "O", "C", "N", "H", "H", "H", "H", "H", "H", "H", "H", "H", "H", "H"],
  "xyz": [[4.17, 1.60, 13.59], [3.71, 0.10, 13.00], [4.19, 0.06, 11.61], [3.88, -1.27, 10.98], [4.50, -1.14, 9.44], [5.99, -1.14, 9.34], [7.38, -1.36, 11.04], [6.65, -0.97, 7.81], [7.95, -0.58, 7.82], [5.77, -1.20, 6.42], [6.51, -1.43, 4.94], [8.14, -1.46, 4.72], [8.89, -2.68, 5.56], [7.93, -3.70, 6.14], [5.50, -1.60, 3.62], [6.22, -1.88, 1.87], [3.84, -1.54, 3.77], [2.99, -1.69, 2.34], [3.16, -0.20, 1.61], [1.80, 0.32, 0.85], [2.03, 1.90, 0.44], [3.42, 2.36, 0.56], [3.10, -1.35, 5.25], [1.46, -1.30, 5.32], [0.86, -2.75, 5.90], [4.11, -1.18, 6.58], [3.50, -0.99, 8.10], [2.22, -0.68, 8.39], [5.27, 1.76, 13.15], [3.52, 2.45, 13.10], [4.23, 1.64, 14.76], [4.24, -0.68, 13.70], [2.54, 0.03, 13.10], [4.45, -2.15, 11.54], [2.73, -1.51, 10.98], [8.49, -1.45, 3.61], [8.56, -0.45, 5.20], [9.68, -3.19, 4.86], [9.51, -2.19, 6.46], [8.53, -4.53, 6.42], [7.28, -4.08, 5.40], [6.34, -0.62, 1.26], [3.42, -2.57, 1.67], [1.86, -1.93, 2.50], [3.38, 0.59, 2.48], [4.08, -0.21, 0.85], [0.89, 0.27, 1.60], [1.58, -0.28, -0.13], [1.68, 2.14, -0.66], [1.39, 2.56, 1.20], [3.84, 2.51, -0.34], [0.92, -1.12, 4.30], [1.08, -0.43, 6.04], [1.62, -3.57, 5.49], [0.86, -2.79, 7.07], [-0.19, -2.99, 5.44], [-0.26, 2.93, -5.76], [0.58, 3.51, -4.63], [1.31, 2.45, -3.78], [0.47, 1.75, -2.86], [-0.28, 0.69, -3.43], [-0.28, 4.37, -3.79], [-1.20, 2.50, -5.41], [-0.51, 3.70, -6.48], [0.30, 2.14, -6.29], [1.35, 4.14, -5.09], [2.06, 2.96, -3.16], [1.87, 1.74, -4.41], [0.27, 0.18, -4.23], [-1.24, 1.07, -3.81], [-0.51, -0.04, -2.65], [0.31, 4.84, -3.10], [-0.87, 3.75, -3.23], [0.35, -8.68, 8.26], [0.42, -7.93, 6.93], [1.40, -6.72, 6.96], [0.89, -5.57, 7.64], [1.01, -5.62, 9.05], [-0.93, -7.51, 6.54], [-0.25, -8.15, 9.01], [-0.12, -9.66, 8.11], [1.34, -8.84, 8.68], [0.80, -8.63, 6.18], [1.56, -6.40, 5.92], [2.38, -7.01, 7.35], [1.92, -6.14, 9.37], [0.13, -6.09, 9.48], [1.05, -4.60, 9.43], [-0.89, -7.11, 5.60], [-1.19, -6.72, 7.13], [-2.64, 8.31, -8.39], [-1.58, 7.54, -7.61], [-0.60, 6.76, -8.52], [-1.14, 5.55, -9.06], [-1.96, 5.74, -10.21], [-2.23, 6.66, -6.64], [-3.44, 7.66, -8.76], [-3.12, 9.06, -7.74], [-2.21, 8.84, -9.24], [-0.98, 8.29, -7.06], [0.25, 6.44, -7.90], [-0.19, 7.39, -9.31], [-1.61, 6.56, -10.83], [-2.99, 5.90, -9.90], [-1.93, 4.82, -10.80], [-1.52, 6.23, -6.05], [-2.63, 5.87, -7.16], [-4.32, 2.81, -5.00], [-4.13, 1.40, -5.55], [-5.46, 0.67, -5.85], [-6.14, 0.17, -4.69], [-6.90, 1.15, -3.99], [-3.29, 0.63, -4.62], [-4.61, 2.81, -3.94], [-3.39, 3.38, -5.07], [-5.08, 3.35, -5.57], [-3.59, 1.50, -6.50], [-5.23, -0.22, -6.45], [-6.13, 1.28, -6.46], [-7.35, 1.88, -4.67], [-6.27, 1.65, -3.25], [-7.70, 0.64, -3.45], [-3.08, -0.27, -5.04], [-3.87, 0.39, -3.81], [-7.82, -1.43, -8.43], [-7.84, -0.06, -9.09], [-8.88, 0.07, -10.22], [-8.51, -0.56, -11.45], [-8.74, -1.96, -11.47], [-6.49, 0.26, -9.57], [-7.32, -2.19, -9.04], [-7.28, -1.39, -7.48], [-8.84, -1.78, -8.22], [-8.10, 0.67, -8.31], [-8.98, 1.14, -10.47], [-9.87, -0.26, -9.90], [-9.64, -2.25, -10.91], [-7.87, -2.49, -11.09], [-8.88, -2.27, -12.52], [-6.48, 1.22, -9.92], [-6.32, -0.30, -10.41]],
  "lowdin_charge": [-0.101, -0.256, -0.263, -0.183, -0.077, -0.474, 0.839, -0.207, -0.115, 0.030, -0.068, -0.171, -0.275, -0.050, -0.369, 0.654, -0.076, -0.189, -0.215, -0.180, -0.234, -0.158, -0.028, -0.212, -0.121, 0.040, -0.144, -0.049, 0.089, 0.081, 0.077, 0.125, 0.126, 0.107, 0.135, 0.085, 0.123, 0.107, 0.117, 0.079, 0.072, -0.110, 0.103, 0.095, 0.134, 0.094, 0.116, 0.114, 0.110, 0.131, 0.104, 0.090, 0.119, 0.084, 0.073, 0.079, -0.061, -0.424, -0.199, -0.221, -0.110, 0.043, 0.047, 0.066, 0.083, 0.134, 0.112, 0.118, 0.091, 0.037, 0.086, 0.072, 0.074, -0.077, -0.431, -0.196, -0.216, -0.102, 0.034, 0.064, 0.076, 0.078, 0.135, 0.117, 0.118, 0.092, 0.074, 0.084, 0.071, 0.071, -0.078, -0.430, -0.198, -0.202, -0.109, 0.043, 0.063, 0.076, 0.077, 0.135, 0.118, 0.116, 0.090, 0.073, 0.087, 0.056, 0.068, -0.062, -0.418, -0.200, -0.196, -0.108, 0.037, 0.068, 0.061, 0.082, 0.138, 0.115, 0.111, 0.090, 0.073, 0.087, 0.088, 0.085, -0.067, -0.434, -0.197, -0.195, -0.109, 0.037, 0.067, 0.065, 0.081, 0.130, 0.121, 0.118, 0.090, 0.073, 0.088, 0.074, 0.073],
  "total_charge": 0,
  "smiles": "CCOCC1=C(I)C(=O)c2c(CCN)c(S)c(CCCCO)c(CC)c2C1=O.COC[C@@H](C)N.COC[C@@H](C)N.COC[C@@H](C)N.COC[C@@H](C)N.COC[C@@H](C)N",
  "homo_lumo_gap_ev": 6.82,
  "spin_multiplicity": 1,
  "mol_weight_g_mol": 963.12,
  "energy_ev": -90145.932
}